P.
{"formula": "C3H6NO3S", "method": "ωB97M-V with the def2-TZVPD basis set", "charge": -1, "homo_energy_ev": [-5.17, -3.59], "multiplicity": 1, "symbols": ["C", "C", "C", "N", "O", "O", "O", "S", "H", "H", "H", "H", "H", "H"], "xyz": [[1.0440, -0.6172, -2.1519], [-0.2073, -0.9161, 1.5750], [0.2474, 0.3489, 0.9654], [1.1059, -1.2730, -1.0632], [0.0321, 1.9245, -1.0735], [-1.1744, 2.2483, 1.1799], [-1.9818, 0.6129, -0.4639], [-0.8309, 1.3833, 0.0051], [1.1130, -1.1306, -3.1399], [0.5573, 0.3078, -2.1643], [-0.7208, -1.4110, 0.7723], [-0.8969, -0.6518, 2.4063], [0.4830, -1.6867, 2.0024], [1.2294, 0.8607, 1.1502]]}


Q.
{"formula": "C3H6NO3S", "method": "ωB97M-V with the def2-TZVPD basis set", "charge": -1, "homo_energy_ev": [-3.03, -4.81], "multiplicity": 1, "symbols": ["C", "C", "C", "N", "O", "O", "O", "S", "H", "H", "H", "H", "H", "H"], "xyz": [[-0.4733, -0.4651, 0.5212], [-1.4139, -1.6985, 0.9313], [-0.7852, 0.4007, -0.6939], [0.6518, -0.4633, 1.0402], [3.4785, 1.4069, 0.3790], [2.4355, 0.7218, -1.6886], [1.5143, 2.6412, -0.2492], [2.2976, 1.3819, -0.3938], [-2.3430, -1.1780, 1.2444], [-0.8869, -2.1193, 1.6862], [-1.6614, -2.2923, 0.0386], [-0.2501, 1.2738, -0.4680], [-1.8965, 0.5648, -0.6976], [-0.6675, -0.1746, -1.6497]]}


What should be chosen as the least stable of them? Choose P.


P.
{"formula": "CH6N4O", "method": "ωB97M-V with the def2-TZVPD basis set", "charge": 0, "smiles": "[H]/N=C\\N.[H]/N=N\\O", "homo_energy_ev": -9.71, "multiplicity": 1, "symbols": ["C", "N", "N", "N", "N", "O", "H", "H", "H", "H", "H", "H"], "xyz": [[-0.6057, -0.0074, 0.3761], [3.0881, 1.0111, 0.0287], [-1.6534, 0.8311, -0.0338], [-0.3507, -1.2150, 0.0422], [2.1758, 0.3531, -0.3212], [2.2839, -0.9560, 0.1415], [0.1375, 0.3222, 1.1499], [3.7280, 0.6353, 0.6037], [-1.8121, 1.8014, 0.3082], [-2.4537, 0.4485, -0.5487], [1.4019, -1.2881, 0.1948], [-1.0576, -1.4059, -0.6712]]}


Q.
{"formula": "CH6N4O", "method": "ωB97M-V with the def2-TZVPD basis set", "charge": 0, "smiles": "[H]/N=C(\\NN)NO", "homo_energy_ev": -9.11, "multiplicity": 1, "symbols": ["C", "H", "H", "H", "H", "H", "H", "N", "N", "N", "N", "O"], "xyz": [[-0.8356, -0.0370, -0.2943], [1.9039, -0.1782, 0.2190], [1.6137, -0.6832, -1.1129], [-0.3289, -1.7755, 0.5984], [-2.3191, -1.1636, 0.0987], [-0.9005, 1.9472, -0.4378], [0.6910, 1.2761, 1.3369], [1.5498, -1.0572, -0.1792], [0.0395, -0.9900, -0.0084], [-2.0741, -0.1222, 0.1117], [-0.2041, 1.2792, -0.6047], [0.8646, 1.5044, 0.2728]]}


R.
{"formula": "CH6N4O", "method": "ωB97M-V with the def2-TZVPD basis set", "charge": 0, "smiles": "N/N=C(\\O)NN", "homo_energy_ev": -8.62, "multiplicity": 1, "symbols": ["N", "C", "N", "N", "O", "N", "H", "H", "H", "H", "H", "H"], "xyz": [[1.0601, 0.5669, 0.1349], [-0.0525, -0.0613, -0.1353], [2.1966, -0.3276, 0.0604], [-2.3639, 0.5652, 0.0799], [-0.2926, -1.3687, 0.0296], [-1.0374, 0.8311, -0.3143], [0.5922, -1.7645, 0.1497], [-0.3374, 1.6956, -0.0219], [2.6633, -0.1665, -0.8312], [2.8463, -0.0256, 0.7807], [-2.8650, 0.2114, -0.7309], [-2.4098, -0.1561, 0.7984]]}


What should be chosen as the least stable of them? Choose Q.


P.
{"formula": "C14H20N2O3", "method": "ωB97M-V with the def2-TZVPD basis set", "charge": 0, "smiles": "O=C(/C=C/c1ccco1)NCCCN1CCOCC1", "homo_energy_ev": -8.35, "multiplicity": 1, "symbols": ["O", "C", "N", "H", "C", "C", "C", "N", "C", "H", "C", "O", "C", "C", "H", "H", "H", "H", "H", "H", "H", "H", "H", "H", "H", "H", "H", "C", "C", "C", "C", "C", "C", "O", "H", "H", "H", "H", "H"], "xyz": [[0.5713, 1.1901, -3.0465], [0.8370, 1.4966, -1.8989], [0.4736, 0.7352, -0.8348], [0.6049, 1.0972, 0.0954], [-0.3268, -0.4569, -0.9756], [-1.7840, -0.2313, -0.5666], [-2.5721, -1.5390, -0.6364], [-2.0076, -2.5497, 0.2425], [-2.3986, -2.3752, 1.6306], [-2.1379, -1.3683, 1.9590], [-1.6517, -3.3939, 2.4915], [-1.9272, -4.7123, 2.0841], [-1.5828, -4.8890, 0.7303], [-2.3288, -3.9048, -0.1713], [-2.0068, -4.0469, -1.2047], [-3.4132, -4.1049, -0.1044], [-1.8441, -5.9181, 0.4790], [-0.4998, -4.7426, 0.5995], [-1.9645, -3.3230, 3.5347], [-0.5703, -3.2001, 2.4186], [-3.4868, -2.5187, 1.7622], [-2.5171, -1.9178, -1.6595], [-3.6333, -1.3456, -0.4036], [-1.8183, 0.1773, 0.4456], [-2.2427, 0.4962, -1.2379], [0.0958, -1.2580, -0.3631], [-0.2760, -0.7433, -2.0280], [1.6058, 2.7185, -1.5762], [2.3977, 2.8845, -0.5096], [3.1741, 4.0663, -0.2604], [4.0389, 4.3534, 0.7719], [4.5311, 5.6517, 0.5291], [3.9360, 6.0640, -0.6264], [3.1193, 5.1201, -1.1080], [4.0134, 6.9772, -1.1832], [5.2284, 6.2021, 1.1266], [4.2862, 3.7122, 1.5934], [2.5210, 2.1088, 0.2344], [1.5562, 3.4881, -2.3331]]}


Q.
{"formula": "C14H20N2O3", "method": "ωB97M-V with the def2-TZVPD basis set", "charge": 0, "homo_energy_ev": -9.00, "multiplicity": 1, "symbols": ["C", "C", "C", "C", "C", "C", "C", "C", "C", "C", "C", "C", "C", "C", "H", "H", "H", "H", "H", "H", "H", "H", "H", "H", "H", "H", "H", "H", "H", "H", "H", "H", "H", "H", "N", "N", "O", "O", "O"], "xyz": [[1.6753, -0.9216, -0.5730], [0.1204, -0.2261, -1.5052], [1.9624, -2.3398, -1.0316], [1.0328, -3.4685, -0.6125], [2.0742, -2.2273, -2.7270], [-2.1391, 0.3174, -0.4377], [-3.0728, 0.1553, -1.5990], [-1.9612, 1.7764, -0.0005], [-1.1605, 2.0784, 1.2665], [-1.6325, 1.9077, 2.5281], [0.1644, 2.4949, 1.0824], [-0.8679, 2.2456, 3.7027], [0.9512, 2.7525, 2.1317], [0.4784, 2.4888, 3.4167], [2.0006, -1.5118, 1.2119], [1.5966, 0.0170, 1.2796], [2.4085, -0.1954, -1.1142], [2.9529, -2.5160, -0.5779], [0.3771, -3.3553, 0.2683], [1.6388, -4.3223, -0.7241], [0.2746, -3.5696, -1.3850], [3.0025, -2.8508, -2.9732], [2.4610, -1.2056, -2.8106], [1.1902, -2.3223, -3.3685], [-0.4474, -0.5655, 0.3401], [-2.6933, -0.2145, 0.4136], [-3.0529, 2.1523, -0.1039], [-1.3736, 2.1301, -0.9062], [-2.5879, 1.4401, 2.7865], [0.5451, 2.6145, 0.1084], [-1.3819, 2.1094, 4.6392], [2.1170, 2.9657, 2.0943], [1.0600, 2.6951, 4.2968], [-1.5603, 0.2028, -2.7914], [1.2929, -0.8799, 0.8132], [-0.9073, -0.4225, -0.5431], [0.2559, 0.4725, -2.4595], [-4.2690, 0.1491, -1.4212], [-2.5254, -0.0509, -2.7150]]}


What should be chosen as the least stable of them? Choose Q.


P.
{"formula": "C3H6N6", "method": "ωB97M-V with the def2-TZVPD basis set", "charge": 0, "smiles": "CN/N=c1/nncn[nH]1", "homo_energy_ev": -8.98, "multiplicity": 1, "symbols": ["C", "C", "C", "H", "H", "H", "H", "H", "H", "N", "N", "N", "N", "N", "N"], "xyz": [[-2.3651, 0.0732, 0.5805], [0.5320, -0.5672, -0.2784], [2.9081, 0.3101, 0.0734], [-3.1129, 0.8674, 0.4709], [-1.7177, 0.3280, 1.4621], [-2.9139, -0.8495, 0.7704], [-2.1372, -0.4749, -1.3281], [3.9139, 0.6441, 0.2098], [0.0067, 1.4053, -0.6492], [-1.5657, -0.0303, -0.5961], [-0.6093, -1.1269, -0.4011], [1.5925, -1.5046, 0.0119], [2.7460, -1.0735, 0.1103], [1.9937, 1.2188, -0.1136], [0.7290, 0.7800, -0.3230]]}


Q.
{"formula": "C3H6N6", "method": "ωB97M-V with the def2-TZVPD basis set", "charge": 0, "smiles": "[H]/N=c1/nnc(N)c(N)[nH]1", "homo_energy_ev": -8.07, "multiplicity": 1, "symbols": ["C", "C", "C", "H", "H", "H", "H", "H", "H", "N", "N", "N", "N", "N", "N"], "xyz": [[-0.8102, -0.7512, 0.0257], [1.8886, -0.2664, 0.0263], [-0.3991, 0.5204, -0.0103], [-2.4724, -1.4821, 0.9363], [-2.2666, -1.9718, -0.5601], [3.4555, 0.8269, -0.0248], [1.2792, 1.7406, -0.1508], [-2.1490, 1.3201, -0.0688], [-0.8431, 2.4414, -0.3033], [-2.1592, -1.1260, 0.0194], [0.1654, -1.8589, -0.0648], [1.3862, -1.6175, 0.0115], [3.1590, -0.1410, 0.0990], [0.9689, 0.7738, -0.0267], [-1.2031, 1.5916, 0.0914]]}


What should be chosen as the least stable of them? Choose P.